Computed, not measured: a cluster of 8 separate species, C51H116F6N7OP in total, with the ωB97M-V functional and the def2-TZVPD basis.

The geometry in XYZ format:
```
182
Properties=species:S:1:pos:R:3:forces:R:3
C -3.739165 1.461111 -0.910964 -1.651 -0.267 -1.035
C -4.172947 0.808029 -2.281294 4.324 -3.279 0.955
O -3.671299 -0.240041 -2.716207 -2.430 3.960 0.865
N -5.210012 1.526878 -3.068704 -1.451 -0.746 1.244
H -5.628121 2.255584 -2.508119 0.158 0.631 0.498
H -4.890309 2.006247 -3.898221 0.368 -0.298 -0.779
C -6.376149 0.585225 -3.304969 0.234 -0.896 -2.080
H -2.717937 1.841638 -0.891141 -0.067 -0.015 -0.468
H -3.807646 0.759031 -0.080000 0.096 -0.481 -0.407
H -4.481487 2.225911 -0.682639 0.341 0.416 0.092
H -6.024654 -0.234664 -3.931338 0.310 0.117 -0.030
H -7.075121 1.121706 -3.946626 -0.440 0.003 0.671
H -6.743714 0.079243 -2.412235 -0.060 0.929 0.255
C -0.799438 6.837049 -6.171248 0.010 -0.146 -0.165
C -0.041411 5.508736 -6.129213 0.820 0.248 0.548
C 1.094257 5.574473 -5.020276 -1.632 -0.847 -0.767
N 1.418531 4.242736 -4.323455 -0.335 -0.596 0.745
C 1.606976 3.124875 -5.310311 -1.308 0.127 0.939
C 0.359179 3.900677 -3.162241 0.806 -0.276 -0.514
C 1.162650 3.035470 -2.131298 -0.886 0.871 -1.266
C 2.645281 3.365004 -2.472219 -0.929 -1.841 0.894
C 2.719158 4.396712 -3.568397 -1.547 0.931 1.449
H -1.514525 6.806720 -6.993337 0.015 0.084 0.038
H -0.092734 7.638105 -6.387971 -0.107 0.120 0.058
H -1.347910 7.080667 -5.261342 0.100 -0.078 0.100
H 0.362837 5.386481 -7.134077 0.361 -0.304 0.154
H -0.701212 4.656943 -5.964249 -0.178 0.022 0.221
H 0.661774 6.162947 -4.211102 0.623 0.418 -0.098
H 2.027408 5.954437 -5.436163 -0.108 0.162 0.251
H 0.604530 2.991043 -5.716871 0.530 0.257 -1.114
H 1.758625 2.153929 -4.838752 0.508 0.369 0.558
H 2.466874 3.391735 -5.924683 -0.600 -0.111 -0.469
H -0.550829 3.443960 -3.551343 0.376 -0.313 -0.517
H -0.007321 4.858155 -2.792098 0.578 0.079 0.215
H 0.989549 1.960692 -2.185891 -0.254 0.090 -0.529
H 0.917732 3.241604 -1.089364 -0.147 0.554 -0.194
H 2.956425 2.372909 -2.799382 1.192 0.319 0.255
H 2.917053 3.645902 -1.454696 1.637 0.202 -0.691
H 3.566699 4.441410 -4.252342 -0.098 -0.166 0.224
H 2.553833 5.338562 -3.045247 0.648 0.418 -0.328
C -4.074557 3.467952 2.497721 0.912 -1.071 0.755
C -3.855705 2.578847 3.795657 -1.675 1.975 0.613
C -2.488245 2.011628 3.690553 -0.185 -1.091 -1.421
N -2.185325 0.701775 4.442081 0.722 0.065 -0.161
C -0.691357 0.406236 4.206188 -0.002 0.222 1.311
C -2.542959 0.899814 5.970962 1.529 0.860 -0.230
C -3.856779 0.295202 6.194009 -1.837 0.118 -0.277
C -4.042918 -0.707264 5.086050 -2.730 -1.240 -0.233
C -3.036708 -0.557274 4.003588 1.492 0.899 1.154
H -4.929649 4.138217 2.410220 -0.174 -0.524 0.371
H -4.060953 2.637011 1.792417 -0.543 0.479 -0.872
H -3.195394 4.066594 2.259394 0.139 0.086 0.254
H -4.681816 1.867827 3.805562 0.301 -0.545 -0.218
H -4.032944 3.113706 4.728725 0.229 0.400 -0.034
H -1.683329 2.739821 3.790307 -0.115 -0.082 0.996
H -2.446262 1.845965 2.614037 0.645 -1.098 -0.034
H -0.336792 0.034692 5.167619 0.148 -0.108 -0.134
H -0.160855 1.337154 4.006063 -0.187 -0.051 -0.026
H -0.427713 -0.326055 3.443077 -0.816 0.163 -0.116
H -1.787312 0.470666 6.628935 0.305 -0.157 -0.542
H -2.603074 1.963318 6.202120 0.478 0.046 -0.346
H -3.999315 -0.148689 7.179265 0.256 0.104 -0.064
H -4.622710 1.061596 6.075240 -0.057 0.004 0.253
H -4.075132 -1.715723 5.498458 0.519 -0.107 -0.104
H -5.026342 -0.653186 4.619077 -0.337 0.420 0.307
H -2.443022 -1.451820 4.191789 0.857 0.422 -1.115
H -3.362585 -0.401896 2.975119 0.112 -0.175 0.223
C 1.957178 0.522528 -6.910832 -0.500 1.877 -2.651
C 1.800008 -0.459554 -5.862361 0.222 -1.564 1.824
C 0.496561 -1.200583 -6.042663 -1.185 -1.544 1.286
N -0.047300 -2.014067 -4.798589 -0.780 -1.572 1.192
C -0.494672 -1.092940 -3.651967 0.275 -0.112 -0.586
C 0.810336 -3.127339 -4.166249 1.511 0.616 -0.163
C -0.075530 -4.165697 -3.408864 0.489 1.423 -0.284
C -1.398504 -4.095348 -4.161022 0.513 0.170 -1.448
C -1.247430 -2.917107 -5.221330 -0.094 0.190 0.737
H 0.980953 0.994924 -7.019979 0.055 0.636 -0.158
H 2.142419 0.144323 -7.916191 0.069 -0.542 0.103
H 2.718325 1.295907 -6.807807 0.022 -0.246 0.460
H 1.797637 0.040901 -4.894049 0.001 -0.029 0.320
H 2.638976 -1.155386 -5.869406 -0.030 -0.217 0.213
H 0.543561 -1.911008 -6.868010 0.054 -0.043 0.063
H -0.400745 -0.596983 -6.179084 0.412 0.558 -0.468
H -1.255731 -1.558138 -3.025498 -0.017 -0.216 -0.326
H -0.882948 -0.166090 -4.074210 -0.064 -0.111 -0.080
H 0.320016 -0.866686 -2.964080 0.149 -0.065 -0.401
H 1.549661 -2.569806 -3.591224 -0.132 -0.348 0.526
H 1.427754 -3.565682 -4.950305 -0.454 -0.229 -0.349
H -0.140010 -3.886557 -2.357185 -0.055 -0.117 -0.057
H 0.282099 -5.188598 -3.526687 0.540 0.335 0.313
H -2.287254 -4.174116 -3.534904 0.036 0.581 -0.207
H -1.341906 -4.998816 -4.768174 -0.782 0.067 -0.127
H -2.108194 -2.258774 -5.338732 -0.046 -0.235 -0.140
H -0.939012 -3.363452 -6.166713 -0.227 0.228 -0.030
C -8.569777 -4.758129 4.699937 -0.068 -0.145 -0.284
C -7.438339 -4.624767 3.705733 -0.195 0.081 -1.263
C -7.948493 -4.501703 2.216531 1.583 0.814 0.706
N -6.707793 -4.338134 1.220717 -0.358 -2.658 0.172
C -5.991080 -5.765652 1.185826 1.681 1.814 0.072
C -5.770451 -3.212780 1.548549 1.618 -0.999 0.062
C -5.043795 -2.733554 0.221082 -1.666 -0.495 0.791
C -5.922867 -3.412082 -0.857638 0.802 0.102 -1.212
C -7.135233 -3.985433 -0.208787 -1.036 -0.004 1.686
H -8.982501 -5.757346 4.560908 -0.414 0.190 0.648
H -9.319828 -3.978328 4.567905 -0.198 -0.177 -0.210
H -8.154911 -4.565496 5.689317 -0.178 -0.597 0.101
H -6.778734 -5.490499 3.765194 0.069 0.096 0.192
H -6.909916 -3.733992 4.045441 0.424 0.130 -0.660
H -8.573685 -3.611646 2.145606 0.152 0.145 -0.326
H -8.526690 -5.346910 1.843158 0.228 -0.117 0.165
H -5.084937 -5.585288 0.607488 -0.467 -0.195 -1.159
H -6.569758 -6.635565 0.875225 -0.395 0.661 -0.199
H -5.404625 -6.017705 2.069359 -1.110 0.338 0.945
H -4.941508 -3.599773 2.141158 -0.526 -0.012 0.720
H -6.378667 -2.508278 2.115883 0.362 0.361 -0.339
H -4.007790 -3.046453 0.091173 -0.111 -0.176 0.552
H -5.013284 -1.647587 0.309716 -0.280 0.098 -0.705
H -5.400476 -4.244796 -1.328590 0.409 0.055 0.158
H -6.154689 -2.777666 -1.713136 -0.309 0.164 0.169
H -7.574781 -4.881693 -0.646539 0.028 0.268 -0.214
H -7.897079 -3.232314 -0.007541 -0.236 -0.004 -0.474
C 8.495814 0.896797 0.431490 1.224 0.307 0.909
C 7.976156 -0.218981 -0.399778 0.345 -1.918 0.139
C 6.629165 -0.672728 0.106284 -1.418 0.786 -1.094
N 5.783685 -1.484823 -0.922162 -1.991 1.459 0.005
C 6.570608 -2.178277 -2.056650 -0.158 0.010 1.984
C 4.665011 -0.562246 -1.618267 0.701 -0.111 0.520
C 3.621567 -1.490232 -2.137269 0.906 -1.499 -0.142
C 3.544375 -2.457499 -0.957836 -2.033 -1.258 -0.424
C 4.853563 -2.470383 -0.170054 -0.467 0.289 -0.538
H 9.021419 0.444426 1.272439 -0.247 0.407 0.468
H 7.721513 1.588043 0.764257 0.039 0.073 0.044
H 9.282205 1.456618 -0.074753 -0.215 0.071 -0.134
H 8.489612 -1.150793 -0.162726 1.280 0.312 -0.592
H 8.159398 0.017670 -1.447884 -0.906 -0.260 -0.136
H 6.100821 0.234793 0.398470 -0.846 -0.078 -0.449
H 6.626019 -1.243368 1.034966 0.650 -0.366 -0.274
H 7.077376 -1.454153 -2.694548 -0.528 -0.020 -0.034
H 5.843731 -2.840276 -2.527300 0.488 0.101 -0.257
H 7.343727 -2.732492 -1.524447 -0.065 -0.343 -0.346
H 5.098390 0.110710 -2.358148 0.304 0.040 0.414
H 4.092799 -0.085179 -0.822600 0.894 0.720 0.309
H 3.970007 -2.057387 -3.000425 -0.161 0.279 -0.342
H 2.670571 -1.009469 -2.366565 0.142 0.113 0.146
H 3.135495 -3.415882 -1.277844 0.697 -0.373 -0.174
H 2.714962 -2.167601 -0.312760 0.204 0.474 0.287
H 5.342379 -3.422112 0.038190 0.076 0.060 -0.500
H 4.464753 -2.100622 0.778732 1.320 0.618 0.255
C 3.182643 -0.134843 2.763806 0.411 -0.616 -0.504
C 3.414808 0.655774 4.061089 1.628 -0.054 -0.528
C 4.871243 0.515296 4.584460 -0.825 -0.187 0.278
N 5.136965 1.335776 5.858531 2.486 0.534 -1.022
C 4.193910 0.893614 6.966075 0.766 1.150 0.168
C 5.242434 2.903303 5.602619 -2.761 0.033 1.219
C 6.616856 3.348842 5.303053 -0.079 -0.830 -2.090
C 7.461848 2.443227 6.106610 0.421 0.047 1.550
C 6.629474 1.133115 6.228547 1.690 -0.620 0.456
H 2.394767 0.239481 2.110177 -0.199 0.121 0.660
H 3.039939 -1.211292 2.858613 -0.321 -0.022 0.515
H 4.043712 -0.104734 2.096165 0.542 0.403 0.135
H 2.831948 0.300980 4.911082 -0.745 0.513 -0.448
H 3.314453 1.691830 3.737653 -0.635 0.205 0.758
H 5.626870 0.730845 3.829035 -0.027 0.371 0.160
H 4.996619 -0.524966 4.884849 0.288 -0.019 0.082
H 3.322882 1.541187 6.865815 -0.359 -0.725 0.021
H 4.616574 1.095212 7.950353 0.327 0.449 -0.205
H 4.084911 -0.190748 6.985475 -0.441 0.152 -0.629
H 4.953642 3.304222 6.574196 -0.028 0.016 0.170
H 4.475796 3.269500 4.919767 -0.054 -0.495 -0.188
H 6.703510 4.431769 5.391616 0.196 -0.173 0.243
H 6.880502 3.047176 4.289352 -0.359 0.616 -0.591
H 7.681352 2.927421 7.058164 -0.042 -0.479 0.302
H 8.417748 2.278303 5.609459 -0.063 -0.272 0.229
H 6.765852 0.666882 7.204321 -0.597 0.238 0.148
H 7.146444 0.428744 5.576853 -0.792 -0.224 -0.431
P -0.618274 -0.797392 0.242791 -0.852 -0.872 -1.395
F 0.795002 -0.345198 0.913667 -0.745 -0.590 -0.813
F -1.422529 0.131947 1.295006 -0.197 2.119 -1.020
F -0.438944 0.413766 -0.920225 -0.388 -0.875 1.332
F -2.053694 -1.253638 -0.469635 0.761 0.868 0.055
F 0.128505 -1.869616 -0.843239 -0.261 1.216 1.779
F -0.923123 -1.886568 1.359320 1.438 -1.799 -0.193
```
Forces are in eV/Å.

Computed properties:
HOMO-LUMO gap = 9.20 eV
E_HOMO = -0.7896 hartree
LUMO level = -12.28 eV
Net charge = +6